P | Entry from the Open Molecules 2025 dataset: a cluster of 2 separate species, C2H3IOS in total (ωB97M-V/def2-TZVPD).

For the HOMO-LUMO gap (alpha / beta), the calculation gives 7.23 / 6.87 eV. As for the LUMO energy (alpha / beta): -1.541 / -1.665 eV. The calculation puts the HOMO energy (alpha / beta) at -0.322 / -0.314 Eh.

ORCA input file:
```
! wB97M-V def2-TZVPD RIJCOSX def2/J DEFGRID3
* xyz 0 1
S 0.12277 -0.34413 -1.48428
H -2.11577 -0.97698 -0.87139
O 1.07547 0.15900 1.63587
H -1.92291 0.48963 -0.26820
C 1.65473 0.34838 0.62980
I 3.38626 1.31875 0.15503
H -0.87189 -0.60312 0.60879
C -1.32866 -0.39154 -0.40562
*
```

Okay, here come the Mulliken numbers, in e, for every atom: -0.16 0.31 -0.29 0.31 0.15 0.19 0.21 -0.74

Q | Entry from the Open Molecules 2025 dataset: a structure of composition C2H3IOS (ωB97M-V/def2-TZVPD).

For the HOMO-LUMO gap (alpha / beta), the calculation gives 7.48 / 7.48 eV. As for the LUMO energy (alpha / beta): -1.366 / -1.364 eV. The calculation puts the HOMO energy (alpha / beta) at -0.325 / -0.325 Eh.

ORCA input file:
```
! wB97M-V def2-TZVPD RIJCOSX def2/J DEFGRID3
* xyz 0 1
O -1.55055 0.25010 -0.00453
H -0.19558 -1.32000 -0.48618
C -0.33428 -0.38412 0.19868
C 0.68447 0.63115 0.13292
I 2.85994 -0.93498 -0.29266
H -2.00809 0.11609 -0.89469
S 0.76516 2.18637 0.02800
H -0.22107 -0.54462 1.31846
*
```

Okay, here come the Mulliken numbers, in e, for every atom: -0.48 0.34 -0.09 -0.04 -0.20 0.32 -0.11 0.25

Which is the most stable structure? Q is the most stable.

P | Entry from the Open Molecules 2025 dataset: a cluster of 3 separate species, C3H13N3O2 in total (ωB97M-V/def2-TZVPD).

For the HOMO-LUMO gap, the calculation gives 9.20 eV. As for the LUMO energy: 0.656 eV. As for the SMILES: [H]/N=C(\N)NCC.O.O. The calculation puts the HOMO energy at -0.314 Eh.

ORCA input file:
```
! wB97M-V def2-TZVPD RIJCOSX def2/J DEFGRID3
* xyz 0 1
H -2.30680 1.96366 -0.67210
H 0.93934 1.08790 0.19473
H 1.26582 1.45721 -2.21878
N -1.85705 -0.14588 0.68791
H -0.68587 -1.43071 -1.65940
H -2.83834 -0.17128 0.49384
H 1.94366 -0.98547 -0.15192
H 0.47879 -2.73864 -1.55615
O 2.20593 1.60896 -2.40847
H -1.41025 -0.89670 1.19281
N -1.34102 1.69602 -0.70069
O -0.21877 -0.08347 3.77558
H 0.92400 -1.14712 -2.19874
H -0.81996 0.64078 3.97424
H 0.57046 -1.60330 0.75424
C 0.35449 -1.66611 -1.42501
H 0.42340 -0.09349 4.50028
C -1.02216 0.61857 -0.09449
H 2.20906 2.57542 -2.34946
N 0.32627 0.32845 -0.00716
C 0.85901 -1.01481 -0.13127
*
```

Okay, here come the Mulliken numbers, in e, for every atom: 0.19 0.28 0.32 -0.33 0.25 0.20 0.40 0.37 -0.67 0.20 -0.68 -0.60 0.24 0.31 0.21 -0.88 0.30 0.31 0.31 -0.06 -0.67

Q | Entry from the Open Molecules 2025 dataset: a cluster of 3 separate species, C3H13N3O2 in total (ωB97M-V/def2-TZVPD).

For the HOMO-LUMO gap, the calculation gives 9.96 eV. As for the LUMO energy: 0.817 eV. As for the SMILES: [H]/N=C/O.NCO.CN. The calculation puts the HOMO energy at -0.336 Eh.

ORCA input file:
```
! wB97M-V def2-TZVPD RIJCOSX def2/J DEFGRID3
* xyz 0 1
N 1.77575 0.01069 1.17068
C 1.30519 1.17143 1.29989
N 0.25324 0.82730 -1.83965
H 0.27309 -1.33547 1.05883
C -0.91863 1.02630 -1.02510
H -0.95197 0.18671 -0.25407
H -1.78806 0.86142 -1.67409
H 1.74494 2.11615 0.95916
H 0.29148 1.51459 -2.58642
H -0.74593 2.39560 0.37810
H 0.05749 -3.30078 -0.32568
H 2.67630 -0.05414 0.70407
O 0.17949 1.38578 1.97578
H -0.20006 0.52161 2.22748
H -1.08558 -2.12973 1.48813
C -0.55453 -2.39871 -0.46111
H -0.11326 -1.78186 -1.24451
H 1.09943 0.90959 -1.28565
O -1.07540 2.34612 -0.52881
N -0.66930 -1.57693 0.74327
H -1.55366 -2.69564 -0.78029
*
```

Okay, here come the Mulliken numbers, in e, for every atom: -0.61 0.00 -0.45 0.23 -0.26 0.30 0.35 0.48 0.25 0.39 0.33 0.21 -0.47 0.32 0.20 -0.89 0.31 0.16 -0.59 -0.55 0.30

Which is the most stable structure? P is the most stable.

P | Entry from the Open Molecules 2025 dataset: an isolated molecule of C4H3NS (ωB97M-V/def2-TZVPD).

For the HOMO-LUMO gap, the calculation gives 9.00 eV. As for the LUMO energy: 0.390 eV. As for the SMILES: C#CSN=C=C. The calculation puts the HOMO energy at -0.316 Eh.

ORCA input file:
```
! wB97M-V def2-TZVPD RIJCOSX def2/J DEFGRID3
* xyz 0 1
S -2.04402 0.27231 -0.03932
C -1.12270 -2.33443 -0.15723
C -1.47456 -1.20573 0.03047
H -0.95383 -3.39361 -0.26012
H 2.06476 0.84993 -0.72554
C 0.38159 1.45284 0.13607
C 1.70176 1.34680 0.12398
N -0.82433 1.42181 -0.04421
H 2.27133 1.59007 0.93590
*
```

Okay, here come the Mulliken numbers, in e, for every atom: -0.08 0.03 -0.27 0.38 0.25 0.66 -0.89 -0.36 0.28

Q | Entry from the Open Molecules 2025 dataset: an isolated molecule of C4H3NS (ωB97M-V/def2-TZVPD).

For the HOMO-LUMO gap (alpha / beta), the calculation gives 6.11 / 6.06 eV. As for the LUMO energy (alpha / beta): -1.630 / -1.630 eV. The calculation puts the HOMO energy (alpha / beta) at -0.285 / -0.283 Eh.

ORCA input file:
```
! wB97M-V def2-TZVPD RIJCOSX def2/J DEFGRID3
* xyz 0 1
C 0.79138 -0.19994 -1.15441
C -1.34341 -0.31091 -0.20609
N -1.95921 -0.78978 -1.27038
H 0.24490 0.15723 0.95646
C 0.23407 -0.66600 -2.32139
S 0.30444 -1.19688 -3.74740
H 1.90872 0.09090 -1.08179
H -1.98826 -0.20189 0.61591
C 0.00856 -0.10899 -0.05489
*
```

Okay, here come the Mulliken numbers, in e, for every atom: 0.20 0.11 -0.57 0.34 -0.16 -0.28 0.34 0.42 -0.41

Which is the most stable structure? P is the most stable.

P | Entry from the Open Molecules 2025 dataset: a cluster of 2 separate species, C2H3NO in total (ωB97M-V/def2-TZVPD).

For the HOMO-LUMO gap, the calculation gives 10.82 eV. As for the LUMO energy: 0.282 eV. As for the SMILES: C#N.C=O. The calculation puts the HOMO energy at -0.387 Eh.

ORCA input file:
```
! wB97M-V def2-TZVPD RIJCOSX def2/J DEFGRID3
* xyz 0 1
N 1.83401 -1.51057 1.21444
H -0.07606 0.13623 -0.34356
O -1.05703 0.31991 -2.17819
C 0.87490 -0.96246 1.51352
H -0.96207 1.66057 -0.70663
C -0.63366 0.74799 -1.11985
H 0.01992 -0.39168 1.62027
*
```

Okay, here come the Mulliken numbers, in e, for every atom: -0.31 -0.22 -0.40 0.09 0.25 0.36 0.24

Q | Entry from the Open Molecules 2025 dataset: an isolated molecule of C2H3NO (ωB97M-V/def2-TZVPD).

For the HOMO-LUMO gap, the calculation gives 11.17 eV. As for the LUMO energy: 1.005 eV. As for the SMILES: [H]/N=C1/CO1. The calculation puts the HOMO energy at -0.374 Eh.

ORCA input file:
```
! wB97M-V def2-TZVPD RIJCOSX def2/J DEFGRID3
* xyz 0 1
C -0.23148 0.30001 0.54082
O -0.37368 -1.02992 0.69801
C 0.25667 -0.56504 -0.54587
H -0.90412 1.53222 1.85244
H -0.33361 -0.89060 -1.48178
N -0.47531 1.42475 0.98915
H 1.24394 -0.58872 -0.52205
*
```

Okay, here come the Mulliken numbers, in e, for every atom: 0.48 -0.38 -0.25 0.25 0.21 -0.54 0.24

Which is the most stable structure? P is the most stable.

P | Entry from the Open Molecules 2025 dataset: a structure of composition C2H9N3 (ωB97M-V/def2-TZVPD).

For the HOMO-LUMO gap, the calculation gives 9.45 eV. As for the LUMO energy: 0.873 eV. The calculation puts the HOMO energy at -0.315 Eh.

ORCA input file:
```
! wB97M-V def2-TZVPD RIJCOSX def2/J DEFGRID3
* xyz 0 1
C 1.13293 0.61526 -0.20205
H 1.98195 0.57615 1.73830
N 1.52073 -0.02153 1.05809
C -1.33201 -0.49963 0.31526
N 1.18512 0.11395 -1.36363
H -2.60645 0.38438 -1.08912
H 0.62768 1.55439 -0.00809
H -1.20072 -1.42796 -0.26538
H 2.13930 -0.81538 0.93364
N -1.81753 0.61660 -0.49295
H 1.80388 -0.69040 -1.44639
H -0.15658 -0.47163 1.03915
H -2.17449 -0.76628 0.96890
H -1.10380 0.83207 -1.18571
*
```

Okay, here come the Mulliken numbers, in e, for every atom: -0.23 0.22 -0.55 -0.67 -0.54 0.23 0.52 0.27 0.21 -0.62 0.23 0.35 0.35 0.24

Q | Entry from the Open Molecules 2025 dataset: a cluster of 2 separate species, C2H9N3 in total (ωB97M-V/def2-TZVPD).

For the HOMO-LUMO gap, the calculation gives 10.18 eV. As for the LUMO energy: 0.947 eV. As for the SMILES: C=N.NCN. The calculation puts the HOMO energy at -0.339 Eh.

ORCA input file:
```
! wB97M-V def2-TZVPD RIJCOSX def2/J DEFGRID3
* xyz 0 1
H -4.87523 -0.50118 -1.62113
H 1.61287 0.57225 1.98235
N 3.77150 -0.35359 0.52787
H 1.10314 0.38475 0.41163
C 2.51089 -0.99273 1.02236
H -3.56666 2.08578 -1.60510
N -4.42562 0.30758 -2.04891
H 3.66519 0.64181 0.71473
H 4.50551 -0.55612 1.20577
H 2.21541 -1.73363 0.28631
H -4.07055 1.14151 -0.12903
H 2.70587 -1.46959 1.98434
C -4.00928 1.15498 -1.22374
N 1.42049 -0.09203 1.24606
*
```

Okay, here come the Mulliken numbers, in e, for every atom: 0.24 0.23 -0.64 0.23 -0.32 0.23 -0.47 0.24 0.24 0.26 0.22 0.30 -0.22 -0.54

Which is the most stable structure? Q is the most stable.

P | Entry from the Open Molecules 2025 dataset: the ion C4H8NO with charge +1 (ωB97M-V/def2-TZVPD).

For the HOMO-LUMO gap (alpha / beta), the calculation gives 11.44 / 7.12 eV. As for the LUMO energy (alpha / beta): -2.981 / -9.228 eV. Its expectation value of S² is 2.006. The calculation puts the HOMO energy (alpha / beta) at -0.530 / -0.601 Eh.

ORCA input file:
```
! wB97M-V def2-TZVPD RIJCOSX def2/J DEFGRID3
* xyz 1 3
C 0.07946 0.33055 -0.42065
H 1.94841 -1.69491 1.19949
H 2.07916 0.20938 0.96281
N 0.32356 -0.70402 0.50262
H -1.99616 0.94746 0.35907
C 1.47282 -0.64858 1.28458
H 1.11667 -0.48501 2.30609
H -0.63991 0.32053 -2.51517
C -1.22514 1.08353 -0.39330
H -1.62115 -0.80444 -1.25637
H -1.21069 2.12567 -0.53149
H 1.08584 0.84360 -0.64861
C -0.94230 0.06024 -1.46294
O -0.47058 -1.58401 0.61388
*
```

Okay, here come the Mulliken numbers, in e, for every atom: 0.08 0.29 0.34 0.47 0.26 -0.65 0.32 0.29 -0.55 0.25 0.30 0.37 -0.59 -0.17

Q | Entry from the Open Molecules 2025 dataset: the ion C4H8NO with charge +1 (ωB97M-V/def2-TZVPD).

For the HOMO-LUMO gap (alpha / beta), the calculation gives 7.44 / 10.88 eV. As for the LUMO energy (alpha / beta): -4.479 / -6.241 eV. Its expectation value of S² is 2.031. The calculation puts the HOMO energy (alpha / beta) at -0.438 / -0.629 Eh.

ORCA input file:
```
! wB97M-V def2-TZVPD RIJCOSX def2/J DEFGRID3
* xyz 1 3
H 0.84659 1.62270 0.35063
H -2.16364 1.00046 0.03123
C 0.01348 1.04127 -0.17125
N 0.48682 -0.41725 -0.46558
C 0.64891 -0.92682 0.71507
H 0.36271 -0.42103 1.67929
H 1.16925 -1.82648 0.81347
C 0.67849 -0.90671 -1.66453
H 0.50067 -1.93544 -1.82859
O -1.09120 1.33311 1.84938
C -1.27714 1.15649 0.55661
H 0.75874 -0.23190 -2.44442
H -0.04704 1.47196 -1.24860
H -1.92666 1.40825 2.28535
*
```

Okay, here come the Mulliken numbers, in e, for every atom: 0.32 0.47 -0.67 0.10 -0.30 0.29 0.34 -0.19 0.32 -0.40 -0.21 0.28 0.30 0.35

Which is the most stable structure? Q is the most stable.